# 1
Density functional theory data (wB97M-V/def2-TZVPD) for a cluster of 2 separate species, C7H14NS in total.

Structure (XYZ):
```
23
C7H14NS, DFT wB97M-V/def2-TZVPD
S 0.8763 0.7232 0.5020
N -0.9651 -0.7232 0.0303
C 2.2359 -0.0278 0.0046
C -2.2260 -0.6469 0.3140
C -2.7372 0.2677 1.3723
C 3.3333 -0.6710 0.9340
C -0.5716 2.7097 -0.5969
C -0.3374 -1.6334 -0.8914
C 0.2740 1.7285 -0.8794
H -2.0591 0.2273 2.3242
H -0.8504 2.7212 0.4132
H -0.0247 -1.0960 -1.7360
H 2.6202 0.0017 -1.0136
H -2.8915 -1.3485 -0.0818
H 4.0567 0.1053 1.0470
H -3.7639 0.0535 1.6981
H -2.6186 1.2709 1.0037
H 0.5229 1.2549 -1.8430
H 2.9605 -1.1184 1.9739
H 0.4520 -2.0805 -0.2812
H -1.0028 3.4402 -1.3042
H -1.0538 -2.3095 -1.1649
H 3.9594 -1.4656 0.3858
```

Electronic energy: -727.6793 Eh
Molecular weight: 144.26 g mol⁻¹
HOMO (alpha / beta): -13.088 / -13.088 eV
Net charge: +1

Mulliken atomic charge list, values in e, 4 entries: atom 1 (S): 0.1093, atom 2 (N): -0.1612, atom 3 (C): 0.0050, atom 4 (C): 0.1026



# 2
Density functional theory data (wB97M-V/def2-TZVPD) for a structure of composition C27H25N8O2P2RuSe2.

Structure (XYZ):
```
67
C27H25N8O2P2RuSe2, DFT wB97M-V/def2-TZVPD
Ru -3.4349 -1.9698 -0.6675
Se 2.9657 -1.8930 -2.1522
Se -3.5978 0.4239 -0.7683
P 2.2343 -0.7497 -0.4857
P -1.3888 0.7933 -0.4252
O -1.9260 -3.7759 -2.3402
O -2.7932 -5.8324 -2.1266
N -5.0855 -3.8843 0.7011
N -0.7580 -2.9844 0.4612
N -4.5141 -2.6221 0.9933
N -4.9342 -5.8917 -0.4952
N -2.7082 -4.6028 -1.8260
N 0.4977 -2.6793 0.4739
N -3.4907 -4.0141 -0.8074
N -1.5046 -1.9272 0.1135
C 5.1044 -1.3615 3.0800
C -0.4251 3.1015 -4.2866
C 3.4951 2.8472 -1.8338
C 1.9652 1.9026 0.2703
C -1.1946 0.9074 2.2906
C 2.9537 1.5485 -1.8900
C -1.2689 1.5430 3.5373
C 5.1540 -0.2112 2.3011
C 3.4317 -2.2392 1.5634
C -0.1239 1.1883 -2.8538
C 4.2371 -2.3802 2.7228
C 0.1316 1.8736 -4.0322
C -1.0791 2.9227 3.6405
C -0.6287 -0.8410 -0.1915
C 0.6118 -1.3569 0.0559
C 3.4417 -1.0486 0.8271
C -0.8727 3.0785 1.2163
C 4.3378 -0.0319 1.1925
C -4.4723 -4.6544 -0.1873
C 3.1397 3.7221 -0.8398
C 2.3337 3.2521 0.2103
C -1.0694 1.6875 1.1173
C -1.2423 3.6814 -3.2941
C 2.2931 1.0528 -0.7835
C -1.5034 3.0283 -2.0958
C -0.9626 1.7579 -1.8873
C -0.8958 3.6901 2.4740
H -2.1119 3.4575 -1.2881
H -1.1127 3.4617 4.6062
H -0.1960 3.6878 -5.2013
H 4.3444 0.9430 0.6502
H -5.9260 -4.2003 1.2488
H 1.5461 1.4593 1.1628
H -1.2207 -0.1673 2.1940
H -0.6510 3.6527 0.3164
H 5.8616 0.5722 2.5212
H -4.5802 -6.2914 -1.3788
H 2.7839 -3.0216 1.2137
H 1.9966 3.9477 1.0023
H -1.4566 0.9171 4.4129
H -1.6211 4.6893 -3.4137
H 3.4507 4.7596 -0.9098
H -5.9015 -6.0421 -0.2257
H 4.1602 -3.3060 3.3168
H -5.2723 -1.9404 1.1819
H 3.0892 0.8889 -2.7523
H 4.1569 3.1829 -2.6720
H 0.3786 0.2611 -2.6789
H 5.7161 -1.4617 3.9947
H -3.9809 -2.6884 1.8669
H 0.8908 1.4195 -4.6886
H -0.7977 4.7678 2.5482
```

Electronic energy: -7211.6946 Eh
Spin multiplicity: 5
Molecular weight: 814.49 g mol⁻¹
HOMO (alpha / beta): -16.255 / -16.235 eV
⟨S²⟩: 6.025
Net charge: +3

Mulliken atomic charge list, values in e, 4 entries: atom 1 (Ru): 0.3169, atom 2 (Se): 0.0661, atom 3 (Se): -0.1096, atom 4 (P): 0.5376



# 3
Density functional theory data (wB97M-V/def2-TZVPD) for a structure of composition C18H40N5P3PmSe.

Structure (XYZ):
```
68
C18H40N5P3PmSe, DFT wB97M-V/def2-TZVPD
Pm 0.4909 0.4790 0.1568
Se -2.1121 -2.0919 2.9431
P -2.0408 1.8420 0.1081
P 1.2314 1.9688 -2.4154
P -0.8725 -0.8910 -2.0577
N 3.5044 2.6404 2.1115
N 2.9360 3.8832 2.1260
N 1.6235 2.3632 1.1148
N 4.3567 2.3352 3.1560
N 2.6796 1.6738 1.6489
C 2.5371 3.2519 -2.1433
C -2.3067 -1.7746 -1.3163
C 0.0986 -3.8122 3.2508
C 2.3741 -1.3607 -0.3559
C 0.0302 -2.3186 -2.7840
C 2.0331 1.0761 -3.8014
C 0.2906 -5.9681 4.3395
C 0.8381 -4.9420 3.5588
C -1.6436 -0.2538 -3.6002
C -1.9160 3.5566 0.7825
C -3.3205 2.0643 -1.1848
C 1.8328 3.6634 1.4393
C -1.2280 -3.6831 3.6668
C -1.0296 -5.8332 4.8206
C 0.0883 3.0267 -3.4110
C -1.7937 -4.6934 4.4955
C 1.4594 -1.8610 0.5459
C -3.0260 1.0356 1.4414
H -1.2943 3.5455 1.6883
H -2.9054 3.9750 1.0263
H 3.3588 2.8006 -1.5650
H -3.6835 1.1045 -1.5649
H 1.3333 0.3882 -4.2867
H 2.4014 1.7962 -4.5445
H -0.9628 -1.2633 2.3332
H -0.8844 0.0968 -4.3092
H 0.5421 -3.0207 2.6488
H -3.1393 -1.0870 -1.1134
H -2.8134 -4.5965 4.8713
H 0.7909 -1.9595 -3.4905
H -2.6227 -2.5375 -2.0404
H -2.0282 -2.2613 -0.3710
H 0.5347 -2.8779 -1.9877
H 4.8942 1.5148 2.9571
H -3.9402 1.6038 1.6594
H -4.1787 2.6281 -0.7914
H 2.1194 4.0916 -1.5679
H -0.7208 2.4228 -3.8422
H 1.8551 -5.0266 3.1841
H 0.8731 -6.8585 4.5766
H 0.6869 -2.6222 0.3208
H -3.2946 0.0083 1.1581
H -2.4238 0.9583 2.3573
H -1.4479 -6.6179 5.4402
H 2.4832 -1.7037 -1.3866
H 3.1682 -0.7043 0.0181
H 2.9330 3.6298 -3.1002
H 1.5679 -1.5830 1.6166
H -1.4157 4.2054 0.0499
H -0.3493 3.7992 -2.7647
H 4.9024 3.1490 3.4204
H -2.2106 -1.0695 -4.0681
H -0.6752 -2.9753 -3.3119
H 1.1383 4.4614 1.2012
H 2.8812 0.5030 -3.4136
H -2.9060 2.6132 -2.0375
H 0.6433 3.5170 -4.2260
H -2.3261 0.5754 -3.3804
```

Electronic energy: -5016.4304 Eh
Spin multiplicity: 5
Molecular weight: 643.44 g mol⁻¹
HOMO (alpha / beta): -15.211 / -15.212 eV
⟨S²⟩: 6.007
Net charge: +3

Mulliken atomic charge list, values in e, 4 entries: atom 1 (Pm): 0.5895, atom 2 (Se): 0.1240, atom 3 (P): 0.8647, atom 4 (P): 0.9236



# 4
Density functional theory data (wB97M-V/def2-TZVPD) for a cluster of 2 separate species, C4H12S2 in total.

Structure (XYZ):
```
18
C4H12S2, DFT wB97M-V/def2-TZVPD
S -0.8236 0.9476 1.7317
S -1.0046 -1.1660 -1.2121
C -0.0716 1.1272 -2.5805
C -0.4097 -0.3703 -2.7444
C 0.8623 -1.2148 2.2577
C 0.7135 0.2834 2.4859
H -0.8628 1.7388 -3.0188
H 1.8661 -1.3386 1.8231
H -1.3895 1.4117 2.8650
H 0.6780 0.6135 3.5204
H -1.1491 -0.4272 -3.5439
H 1.4992 0.8745 2.0145
H 0.1053 -1.7129 1.6642
H -2.2757 -0.7487 -1.1073
H 0.4663 -0.9919 -2.9326
H 0.9085 1.4633 -2.8899
H 1.0009 -1.8017 3.1726
H -0.1135 1.3121 -1.5055
```

Electronic energy: -955.9359 Eh
Molecular weight: 124.27 g mol⁻¹
HOMO: -8.702 eV

Mulliken atomic charge list, values in e, 4 entries: atom 1 (S): -0.1971, atom 2 (S): -0.2330, atom 3 (C): -0.7332, atom 4 (C): -0.4337



# 5
Density functional theory data (wB97M-V/def2-TZVPD) for a structure of composition C26H37BrF2NRuSi4.

Structure (XYZ):
```
72
C26H37BrF2NRuSi4, DFT wB97M-V/def2-TZVPD
Ru -0.9378 -0.1548 0.0491
Br -7.5608 -0.5165 1.3155
Si 1.3500 -0.3856 -0.4229
Si 2.7182 1.4136 -1.4063
Si -1.2340 -0.9241 -2.2536
Si 2.4931 -2.4754 0.1344
F 0.2797 2.3763 4.6531
F -0.0388 -2.2673 4.9283
N -0.8043 2.1403 0.5370
C 3.5081 -3.0188 -1.3846
C -0.3130 3.6905 2.2726
C 1.5447 2.6708 -2.2524
C 0.1907 -0.9422 -3.5705
C -0.6329 4.7425 1.4360
C -0.1090 -1.1460 4.1980
C -0.4282 2.3730 1.8139
C 0.1224 0.0773 4.8021
C 3.6009 -2.1204 1.6451
C -1.0651 4.4788 0.1449
C -1.5583 -2.8432 -2.1776
C -0.3887 -1.2361 2.8452
C -2.5642 0.3716 -2.8535
C -2.9282 -0.6063 0.4995
C -3.5052 0.3964 1.2875
C -3.7752 -1.6073 0.0184
C -0.4494 -0.0926 2.0575
C -0.2379 1.1777 2.6474
C -5.1382 -1.5953 0.2603
C 3.9450 0.7407 -2.7011
C 1.1725 -3.8304 0.4174
C 3.6644 2.2385 0.0313
C 0.0493 1.2124 4.0186
C -4.8680 0.4328 1.5247
C -5.6819 -0.5575 0.9987
C -1.1193 3.1567 -0.2584
H -5.7697 -2.3809 -0.1299
H -2.5043 -3.1137 -2.6338
H 0.3394 0.1536 5.8550
H 4.1895 3.1209 -0.3205
H -3.3830 -2.4285 -0.5584
H 4.4056 1.5666 0.4540
H 4.3460 -1.3629 1.4214
H 4.3244 -2.3433 -1.6070
H 3.9374 -4.0006 -1.2134
H -0.2115 -1.2888 -4.5188
H 3.0044 2.5502 0.8355
H -0.5946 -2.2124 2.4228
H 0.2044 -3.4056 0.6804
H 0.6621 0.0188 -3.7422
H -0.7705 -3.3501 -2.7265
H -2.9051 1.1684 1.7548
H -5.2917 1.2253 2.1211
H 1.0528 3.3017 -1.5168
H 4.1361 -3.0135 1.9541
H 2.8849 -3.0936 -2.2699
H 1.4582 -4.5172 1.2083
H 3.4527 0.1887 -3.4952
H -3.5686 -0.0405 -2.8684
H -1.3434 5.2790 -0.5202
H -0.5376 5.7578 1.7889
H -2.3222 0.7196 -3.8526
H 0.9686 -1.6423 -3.2772
H 0.7725 2.1732 -2.8364
H 1.0374 -4.4193 -0.4853
H 4.6903 0.0891 -2.2572
H -2.5852 1.2385 -2.1913
H 0.0158 3.9084 3.2730
H -1.4408 2.8919 -1.2615
H 2.0823 3.3326 -2.9251
H -1.5414 -3.2294 -1.1595
H 4.4778 1.5693 -3.1591
H 3.0255 -1.7776 2.4996
```

Electronic energy: -5094.0093 Eh
Spin multiplicity: 5
Molecular weight: 694.90 g mol⁻¹
HOMO (alpha / beta): -10.799 / -11.276 eV
⟨S²⟩: 6.025
Net charge: +1

Mulliken atomic charge list, values in e, 4 entries: atom 1 (Ru): -0.9870, atom 2 (Br): -0.1576, atom 3 (Si): -0.2312, atom 4 (Si): 0.7847



# 6
Density functional theory data (wB97M-V/def2-TZVPD) for a structure of composition C12H16F3N2O4ReS3.

Structure (XYZ):
```
41
C12H16F3N2O4ReS3, DFT wB97M-V/def2-TZVPD
Re 1.3209 -0.8797 0.5582
S 2.5437 0.9146 0.2952
S 2.9462 -3.0687 0.6596
S 0.3056 0.1696 2.2064
F 0.4039 -3.2343 0.9219
F 1.2612 -4.9831 -0.0564
F 1.4595 -4.7456 2.0831
O 0.0578 -0.8572 -0.9224
O 2.5862 -2.3756 -0.5903
O 2.6615 -2.0233 1.7134
O 4.1177 -3.8384 0.7539
N -1.7512 -1.4330 -2.1054
N -1.6040 0.7046 -1.1849
C 0.4857 2.7290 3.2215
C -3.0199 0.9491 -0.9289
C 1.9748 2.1333 1.4162
C 2.0695 4.3306 2.3581
C 2.5398 3.4133 1.4453
C 1.0416 3.9891 3.2464
C -0.7330 1.8453 -0.9418
C 0.9579 1.7937 2.2939
C -1.3506 -2.8349 -2.0599
C -1.1052 -0.5206 -1.3842
C -2.6765 -1.0882 -3.1801
C 1.4516 -4.1278 0.9267
H -0.6789 2.0873 0.1200
H -0.3031 2.4491 3.9072
H 0.2637 1.6425 -1.3202
H -2.2381 -3.4476 -2.2070
H -3.7016 -1.3549 -2.9235
H 0.6881 4.7212 3.9585
H 2.5002 5.3212 2.3965
H -2.6175 -0.0279 -3.4037
H -1.1409 2.7007 -1.4799
H 3.3383 3.6668 0.7607
H -0.6278 -3.0531 -2.8476
H -2.3812 -1.6474 -4.0674
H -3.1112 1.4167 0.0529
H -0.9144 -3.0735 -1.0967
H -3.5771 0.0192 -0.9169
H -3.4430 1.6180 -1.6786
```

Electronic energy: -2449.5934 Eh
Spin multiplicity: 2
Molecular weight: 591.67 g mol⁻¹
HOMO (alpha / beta): -11.002 / -11.946 eV
⟨S²⟩: 0.761
Net charge: +1

Mulliken atomic charge list, values in e, 4 entries: atom 1 (Re): 1.6540, atom 2 (S): -0.3034, atom 3 (S): 1.1525, atom 4 (S): -0.2990



# 7
Density functional theory data (wB97M-V/def2-TZVPD) for a structure of composition C48H60GeN3O3Si3V.

Structure (XYZ):
```
119
C48H60GeN3O3Si3V, DFT wB97M-V/def2-TZVPD
Ge 2.2465 0.1084 -0.2068
V -0.3343 -0.2072 0.0275
Si 3.0899 2.0856 -1.2512
Si 3.3246 -1.8957 -1.0538
Si 3.2168 0.2471 1.9899
O -0.2984 -0.5139 1.8540
O -2.2674 6.5133 -1.0004
O -0.6622 -0.0091 -1.7448
N -0.7203 5.1076 -1.8187
N -2.3595 1.9155 0.3180
N -2.1719 -1.6284 0.1045
C -3.6083 2.5805 -3.2690
C 0.0978 -0.2231 5.1329
C 4.9683 2.2767 -1.5362
C 0.5349 -0.3174 -4.2525
C -0.3610 1.9424 6.0849
C 2.2875 1.5538 3.0171
C 3.1349 -1.3949 2.9467
C -1.8280 -2.0698 -2.3664
C -3.2858 -3.2794 1.4522
C -2.3578 -2.4265 -0.9555
C -3.6421 2.0405 0.6677
C -1.3413 2.1299 5.1201
C -4.8471 2.1823 -2.7541
C -1.0529 -1.0491 2.9436
C 0.3393 0.7424 6.0899
C -0.6872 -4.3757 4.7957
C -4.3624 3.2358 0.6219
C 2.2054 2.2599 -2.9450
C 5.2036 -1.8746 -0.9296
C 2.9336 -2.2969 -2.8512
C -2.8707 -3.7136 -0.8465
C -2.6633 -2.0300 1.2994
C -0.8924 -0.0554 4.1278
C -2.5133 -1.1337 2.4948
C -3.7333 4.3428 0.0683
C -2.4299 4.2245 -0.3740
C -1.8206 5.3827 -1.0850
C 0.1168 -3.2494 2.4500
C 0.3973 -0.4975 -6.6696
C -3.3089 -4.1793 0.3997
C -1.0425 -3.0591 4.5042
C -0.9623 -0.7417 -6.5148
C -1.7759 3.0051 -0.2064
C -0.5992 -2.4503 3.3340
C 0.0079 -5.1587 3.8951
C 2.5498 3.6159 -0.2086
C -5.0613 0.8547 -2.4310
C 1.1558 -0.2812 -5.5002
C -2.5682 1.6356 -3.3009
C -2.7453 0.3262 -2.8408
C -0.8187 -0.5646 -4.0950
C -1.5357 -0.5794 -2.7150
C -4.0071 -0.0677 -2.4401
C -1.5558 -0.7890 -5.2497
C 0.4517 -4.5750 2.7288
C 2.6307 -3.4442 -0.1552
C -1.5736 1.1582 4.1565
C 5.0555 0.8071 1.9743
H 1.3678 1.1058 3.3882
H -6.0587 0.4793 -2.1371
H -0.4407 4.1785 -2.0563
H -1.5826 1.9524 -3.5993
H 5.2649 1.6752 -2.4114
H -4.2195 -1.0757 -2.0798
H 3.3735 -1.5568 -3.5420
H 2.8486 1.9556 3.8739
H -3.4342 3.5845 -3.6185
H 0.5241 -2.7774 1.5591
H -2.3171 1.3500 3.4090
H -5.3801 3.2615 0.9713
H 2.2220 -0.0904 -5.5315
H 5.7274 0.2087 1.3305
H 1.0983 -0.1238 -3.3410
H 5.7133 -2.7773 -1.3246
H 3.8229 -2.1541 2.5663
H -0.9866 -4.7982 5.7546
H -1.9480 3.0293 5.1180
H 5.1240 1.8266 1.5955
H -4.2779 5.2639 -0.0908
H -1.5668 -0.8937 -7.3917
H -0.3275 5.8703 -2.3608
H 0.7274 -1.1013 5.1278
H -2.7733 -0.1017 2.1965
H 1.5377 -3.4968 -0.3332
H 1.0443 -5.1108 2.0128
H 1.1785 1.8954 -2.8327
H 3.3414 -1.2379 4.0189
H -3.1105 -1.4864 3.3294
H 2.0097 2.4317 2.4035
H 2.1944 3.2877 -3.3563
H -2.9803 -4.3098 -1.7401
H 5.5520 -1.7611 0.1110
H -4.1220 1.1339 1.0122
H 2.7652 -3.3708 0.9363
H 0.2568 -6.2044 4.1167
H 2.6637 4.5275 -0.7956
H -2.6217 -0.9853 -5.1543
H 5.5865 -1.0115 -1.4885
H -5.6796 2.8915 -2.6664
H -0.7527 2.8683 -0.5283
H -2.5276 -2.5020 -3.0904
H 2.6507 1.6287 -3.7287
H 3.0940 -4.3847 -0.5037
H 1.4853 3.5214 0.0954
H -3.6661 -3.6031 2.4278
H -3.6780 -5.1925 0.5383
H -0.1952 2.6802 6.8300
H 3.4090 -3.2593 -3.1517
H 5.4962 1.9249 -0.6367
H -1.5887 -2.4803 5.2311
H 2.1197 -1.7774 2.8957
H 1.8548 -2.3764 -3.0696
H 5.4795 0.8097 3.0024
H -0.8765 -2.5814 -2.5279
H 1.0837 0.5538 6.8581
H 3.1441 3.6888 0.7179
H 5.2433 3.3196 -1.7112
H 0.8247 -0.4649 -7.6600
```

Electronic energy: -6144.6408 Eh
Spin multiplicity: 3
Molecular weight: 934.84 g mol⁻¹
HOMO (alpha / beta): -7.508 / -7.462 eV
⟨S²⟩: 2.027

Mulliken atomic charge list, values in e, 4 entries: atom 1 (Ge): -0.2702, atom 2 (V): 0.0937, atom 3 (Si): 0.8585, atom 4 (Si): 0.2754



# 8
Density functional theory data (wB97M-V/def2-TZVPD) for a structure of composition C7H18F9N2O13S2Y.

Structure (XYZ):
```
52
C7H18F9N2O13S2Y, DFT wB97M-V/def2-TZVPD
Y 0.2085 -0.5522 0.3158
S -0.5441 -3.6202 -1.7056
S 0.7782 -0.6277 3.9957
F 2.3297 -1.8135 5.6900
F 3.4067 -0.5082 4.3753
F -3.3563 2.3258 -0.5683
F 1.2405 -4.8177 -0.0991
F -2.8564 3.3009 -2.4526
F -1.3988 3.1497 -0.8700
F 2.0305 -4.0342 -1.9822
F 2.6976 -2.4121 3.6527
F 0.8863 -5.8600 -1.9560
O -1.7069 -4.4229 -1.3471
O 0.8389 0.6798 4.6315
O -1.3970 0.3287 -1.1937
O -1.3073 1.3062 -3.3269
O -0.3749 -2.4453 -0.8152
O 0.7920 -0.5623 2.5265
O -0.5306 1.4997 1.4640
O -1.9143 -1.0610 1.3948
O -0.2421 -1.5357 4.4738
O 1.8956 0.9832 0.5786
O -0.4419 -3.2886 -3.1167
O 1.4907 -0.5513 -1.8387
O 2.0820 -1.9445 0.5692
N -1.1817 3.6223 2.0349
N -2.2225 1.7746 2.9251
C -1.2807 2.2824 2.0870
C -2.4067 2.4779 -1.5007
C 1.0033 -4.6669 -1.4027
C 2.4247 -1.3776 4.4521
C -1.9697 1.1118 -2.1089
C 0.4582 2.1802 -4.6832
C -0.0878 2.0346 -3.2533
H 2.0979 -2.7761 1.0676
H -2.4007 0.7930 2.8633
H 1.5528 2.1784 -4.7105
H -2.9418 0.7000 -2.4124
H -2.7011 -1.2259 0.8512
H -2.1239 -1.4019 2.2778
H 1.4586 -1.1006 -2.6377
H 3.0078 -1.7477 0.3885
H 0.2167 3.1069 -5.2106
H 1.6046 1.8005 1.0174
H 2.4304 -0.4330 -1.6549
H -2.9205 2.3950 3.2906
H 0.1499 1.3440 -5.3110
H -0.1093 2.9988 -2.7549
H 0.6280 1.3230 -2.8363
H 2.8481 0.9371 0.7237
H -1.7305 4.2085 2.6268
H -0.4109 3.9442 1.4755
```

Electronic energy: -3098.9557 Eh
Molecular weight: 662.24 g mol⁻¹
HOMO: -8.863 eV

Mulliken atomic charge list, values in e, 4 entries: atom 1 (Y): 2.0380, atom 2 (S): 1.1655, atom 3 (S): 1.1821, atom 4 (F): -0.2010